Record 1
The following is a DFT calculation (ωB97M-V with the def2-TZVPD basis set) of an isolated molecule of C16H17NO6.

```
40
Properties=species:S:1:pos:R:3
H -1.848 -3.553 -0.989
C -2.972 0.463 0.644
H -4.373 -2.028 2.193
H -4.453 1.975 0.380
C 2.554 -2.140 -0.039
C -0.894 -3.069 -1.026
C 1.176 -2.407 -0.553
C -3.488 -1.582 1.742
H 2.650 -2.500 0.987
C -1.225 2.248 -0.612
H 0.171 -3.783 0.803
O -0.453 3.199 -1.234
C 3.442 1.449 0.823
H 3.292 -2.658 -0.668
C 0.164 -3.192 -0.090
C -0.448 -2.214 -1.983
H -2.897 3.564 -0.728
O 2.709 1.893 -0.317
H 4.501 1.655 0.645
H -1.257 -0.833 0.756
H -3.124 -2.230 0.939
O 3.494 -0.572 2.127
O 1.322 3.122 0.965
H 0.239 0.689 -0.347
C -0.782 1.002 -0.200
O -3.901 -0.331 1.250
C 0.907 2.929 -1.417
C -2.561 2.593 -0.403
H -2.708 -1.477 2.504
H 1.325 3.829 -1.879
C 1.640 2.682 -0.100
C 3.258 -0.057 1.059
H -0.909 -1.821 -2.867
H 1.072 2.077 -2.092
N 2.843 -0.723 -0.033
C -3.421 1.714 0.212
H 2.687 -0.215 -0.891
O 0.804 -1.809 -1.710
C -1.646 0.119 0.433
H 3.111 1.990 1.715
```

The energy relative to the best compared isomer or geometry (same formula, charge and spin) is 20.7 kcal/mol. Its total charge is 0. As for the SMILES: COc1ccc(OCC(=O)OCC(=O)NCc2ccco2)cc1. As for the HOMO-LUMO gap: 8.59 eV.

What are the Löwdin partial charges on each atom? They are as follows, in elementary charge units:
1. H 0.10
2. C -0.27
3. H 0.09
4. H 0.12
5. C -0.08
6. C -0.08
7. C -0.27
8. C -0.09
9. H 0.13
10. C -0.26
11. H 0.11
12. O -0.02
13. C -0.05
14. H 0.14
15. C -0.02
16. C -0.12
17. H 0.12
18. O -0.01
19. H 0.14
20. H 0.09
21. H 0.08
22. O 0.08
23. O 0.16
24. H 0.10
25. C 0.00
26. O -0.09
27. C -0.09
28. C 0.01
29. H 0.10
30. H 0.15
31. C -0.47
32. C -0.47
33. H 0.12
34. H 0.14
35. N 0.08
36. C 0.00
37. H 0.14
38. O 0.03
39. C 0.00
40. H 0.14

***

Record 2
The following is a DFT calculation (ωB97M-V with the def2-TZVPD basis set) of a structure of composition C16H18B2Cl5F4IrN4O4Te.

```
55
Properties=species:S:1:pos:R:3
C -4.229 -0.780 1.700
F 2.759 -1.926 2.700
H 0.427 5.005 0.497
C 0.778 -2.013 -2.370
C 1.577 1.564 -0.225
C 0.589 3.137 -2.073
F 1.814 -2.533 0.661
O 0.475 -1.755 2.461
Cl -1.827 -3.727 0.201
Cl 1.792 -2.770 -4.733
Ir -0.450 -0.525 -0.096
Cl -0.168 -5.123 -4.600
N -0.575 -1.492 1.666
Cl -1.905 -5.636 -2.122
H 3.897 3.086 1.782
H -1.646 -1.002 4.299
H -4.318 -0.490 2.747
H -4.740 -0.066 1.059
C -1.983 -1.799 3.628
C -0.109 -4.059 -3.342
C 0.784 -2.934 -3.397
F -3.616 0.783 -2.900
H -4.730 -1.749 1.585
C 3.013 1.795 -0.680
C -0.886 -3.346 -1.161
O -1.519 1.354 -2.112
Te 1.247 2.742 1.671
C 0.495 1.916 -1.232
B -2.616 0.288 -2.187
H 3.142 3.269 3.395
H 1.009 3.984 -1.535
H 3.719 1.409 0.051
Cl 1.882 -0.719 -2.529
H 1.262 2.925 -2.912
C -1.748 -1.419 2.214
O 2.054 -0.187 1.225
H -3.036 -1.990 3.818
C -0.923 -4.262 -2.191
F -2.045 -0.906 -2.599
H 3.194 2.861 -0.823
H 3.418 1.628 2.737
N -2.391 -0.565 0.108
H 1.434 5.329 1.928
H -0.384 3.400 -2.480
N 1.321 0.179 0.270
C -0.116 -2.127 -1.266
B 1.791 -1.827 1.813
C 3.190 2.662 2.490
O -3.201 0.021 -0.747
H -1.398 -2.685 3.872
C -2.816 -0.918 1.305
H 3.206 1.302 -1.630
N -0.471 1.063 -1.343
C 1.348 4.744 1.011
H 2.230 4.885 0.389
```

The energy relative to the best compared isomer or geometry (same formula, charge and spin) is 40.8 kcal/mol. As for the spin multiplicity: 2. Its total charge is +3. As for the HOMO-LUMO gap (spin up / spin down): 5.50 / 5.27 eV.

What are the Löwdin partial charges on each atom? They are as follows, in elementary charge units:
1. C 0.05
2. F 0.30
3. H 0.04
4. C -0.64
5. C -0.54
6. C 0.05
7. F 0.23
8. O 0.12
9. Cl 0.90
10. Cl 0.87
11. Ir 1.57
12. Cl 0.98
13. N -0.13
14. Cl 0.85
15. H 0.05
16. H 0.13
17. H 0.11
18. H 0.11
19. C 0.05
20. C -0.62
21. C -0.67
22. F 0.28
23. H 0.14
24. C -0.05
25. C -0.62
26. O 0.10
27. Te 1.81
28. C -0.31
29. B -1.00
30. H 0.05
31. H 0.08
32. H 0.10
33. Cl 0.88
34. H 0.13
35. C -0.25
36. O 0.04
37. H 0.10
38. C -0.69
39. F 0.17
40. H 0.10
41. H 0.04
42. N -0.15
43. H 0.05
44. H 0.12
45. N -0.24
46. C -0.20
47. B -0.96
48. C -0.26
49. O 0.09
50. H 0.12
51. C -0.20
52. H 0.07
53. N -0.11
54. C -0.28
55. H 0.04

***

Record 3
The following is a DFT calculation (ωB97M-V with the def2-TZVPD basis set) of a structure of composition C16H18B2N6O2Pb at a distorted geometry.

```
45
Properties=species:S:1:pos:R:3
H 1.605 1.328 2.028
N 1.766 0.477 -0.980
C -4.484 2.010 1.915
C -3.530 3.320 3.731
H 3.408 -4.118 -1.353
C 3.449 0.415 -2.454
C -0.031 -2.132 -3.823
N -0.414 -1.112 -1.873
H 1.187 -2.921 2.181
H -2.497 -0.808 -2.090
C -4.531 2.486 3.231
H 2.903 -4.831 1.285
H -5.376 2.196 3.859
H -5.206 1.318 1.495
O -2.845 1.523 0.211
H 4.110 2.482 -2.087
C 1.641 -3.007 1.199
C 2.372 1.674 -0.964
H -3.580 3.690 4.757
H 2.021 2.480 -0.333
C -2.445 3.712 2.935
H 4.072 -0.054 -3.204
H 0.265 1.054 3.200
N 2.440 -0.292 -1.902
H -1.614 4.310 3.295
H -2.141 -2.068 -4.490
C -1.582 -1.200 -2.516
O -1.199 2.910 1.030
B 2.023 -1.756 -2.226
C -3.376 2.326 1.177
N 2.104 -2.541 -0.896
B -1.434 1.744 0.252
C -1.394 -1.845 -3.757
C 2.791 -3.660 -0.595
C 0.936 0.574 2.467
N 1.391 -2.123 0.215
H 1.530 -0.222 2.946
Pb -0.173 -0.249 0.784
C -2.370 3.173 1.681
H -1.592 -1.406 1.150
N 0.539 -1.693 -2.681
H 0.581 -2.606 -4.577
C 3.440 1.677 -1.877
C 2.523 -3.996 0.730
H 2.716 -2.240 -3.071
```

Its total charge is 0. As for the HOMO-LUMO gap: 8.31 eV.

What are the Löwdin partial charges on each atom? They are as follows, in elementary charge units:
1. H 0.00
2. N -0.01
3. C 0.00
4. C -0.08
5. H 0.12
6. C -0.08
7. C -0.08
8. N -0.01
9. H 0.10
10. H 0.11
11. C -0.08
12. H 0.09
13. H 0.11
14. H 0.12
15. O 0.08
16. H 0.08
17. C -0.15
18. C -0.15
19. H 0.10
20. H 0.10
21. C 0.00
22. H 0.12
23. H 0.01
24. N -0.03
25. H 0.12
26. H 0.08
27. C -0.15
28. O 0.09
29. B -0.50
30. C -0.22
31. N -0.01
32. B -0.48
33. C -0.07
34. C -0.06
35. C -0.26
36. N -0.05
37. H 0.00
38. Pb 1.23
39. C -0.22
40. H -0.02
41. N -0.03
42. H 0.12
43. C -0.07
44. C -0.06
45. H 0.11

***

Record 4
The following is a DFT calculation (ωB97M-V with the def2-TZVPD basis set) of a structure of composition C16H18B2N6O2Sn at a distorted geometry.

```
45
Properties=species:S:1:pos:R:3
H 4.247 -3.666 1.230
C 1.578 2.330 -1.651
H 2.610 1.696 3.942
C 1.483 3.512 -2.384
H -2.369 3.672 3.018
C 1.688 -5.849 1.836
H 1.481 -6.798 2.318
H 2.550 1.416 2.186
H -3.808 -1.218 -3.913
C -3.313 0.799 -3.125
C -2.308 -1.029 -2.307
N -0.569 2.785 -1.965
H -0.973 1.329 2.733
C 2.967 -5.312 1.865
B -2.093 2.611 -1.627
H -3.083 4.372 0.431
H -0.399 4.583 -3.028
N -1.832 0.059 -1.667
N -1.422 1.618 0.672
H 1.740 0.266 3.306
C -2.538 3.521 0.817
Sn -0.213 0.155 -0.324
C -1.438 1.954 1.981
C 0.908 -3.951 0.660
N 0.325 1.872 -1.448
H 3.532 0.340 3.230
N -2.096 2.591 -0.043
H 2.310 4.102 -2.731
B 0.748 -1.763 0.238
O 0.010 -2.988 0.396
H -2.794 3.467 -2.072
C -3.243 -0.591 -3.245
O 2.131 -2.076 0.474
C 3.252 -4.096 1.241
H -1.958 -2.023 -2.055
C 0.124 3.768 -2.553
C 0.647 -5.196 1.174
H 3.770 -5.842 2.365
C 2.201 -3.400 0.700
C -2.152 3.152 2.105
H 2.428 1.789 -1.263
N -2.470 1.182 -2.152
H -0.359 -5.598 1.116
H -3.907 1.535 -3.649
C 2.605 0.922 3.166
```

The energy relative to the best compared isomer or geometry (same formula, charge and spin) is 0.0 kcal/mol. Its total charge is +2. As for the HOMO-LUMO gap: 6.67 eV.

What are the Löwdin partial charges on each atom? They are as follows, in elementary charge units:
1. H 0.14
2. C -0.07
3. H 0.03
4. C 0.01
5. H 0.12
6. C -0.03
7. H 0.12
8. H 0.00
9. H 0.12
10. C 0.01
11. C -0.06
12. N 0.01
13. H 0.13
14. C -0.03
15. B -0.41
16. H 0.15
17. H 0.15
18. N -0.13
19. N -0.12
20. H 0.01
21. C 0.00
22. Sn 1.63
23. C -0.07
24. C -0.22
25. N -0.12
26. H 0.03
27. N 0.00
28. H 0.12
29. B -0.45
30. O 0.12
31. H 0.13
32. C 0.01
33. O 0.13
34. C 0.04
35. H 0.13
36. C 0.01
37. C 0.03
38. H 0.12
39. C -0.21
40. C 0.01
41. H 0.13
42. N 0.00
43. H 0.14
44. H 0.15
45. C -0.04

***

Record 5
The following is a DFT calculation (ωB97M-V with the def2-TZVPD basis set) of a structure of composition C16H18BeClN at a distorted geometry.

```
37
Properties=species:S:1:pos:R:3
C 0.199 2.626 -3.905
H -2.060 -1.561 -0.644
N -1.889 0.950 0.246
H -1.898 2.651 -4.715
H 1.146 -0.490 -4.720
H -3.214 1.807 -2.708
H -0.900 0.738 2.821
H -0.416 -2.289 -2.671
C 0.614 0.433 -4.472
C -1.989 0.799 2.809
C 1.149 -1.816 0.268
H -2.438 -0.153 3.141
C -3.946 1.870 -0.100
H -4.454 1.997 2.087
C -0.727 0.733 -4.833
Cl 1.036 1.345 -0.814
H 2.061 -2.568 -1.651
H -0.573 -1.287 1.600
H 2.236 1.732 -3.628
H 1.993 -1.888 0.960
H -4.778 2.274 -0.668
H -2.442 0.209 -2.464
Be -0.539 0.343 -0.731
H -1.481 1.710 -2.301
C -2.487 1.166 1.479
C -0.980 2.096 -4.498
C -2.468 1.261 -2.126
C 1.185 -2.185 -1.119
C -0.175 -1.420 0.588
C -0.102 -1.996 -1.673
H -2.327 1.561 3.533
C -0.975 -1.501 -0.622
C -2.782 1.368 -0.698
H -1.414 0.077 -5.371
C -3.774 1.728 1.292
H 0.344 3.663 -3.599
C 1.188 1.604 -3.907
```

The energy relative to the best compared isomer or geometry (same formula, charge and spin) is 23.5 kcal/mol. Its total charge is -2. As for the HOMO-LUMO gap: 5.25 eV.

What are the Löwdin partial charges on each atom? They are as follows, in elementary charge units:
1. C -0.25
2. H 0.10
3. N 0.03
4. H 0.06
5. H 0.05
6. H 0.08
7. H 0.06
8. H 0.08
9. C -0.22
10. C -0.10
11. C -0.19
12. H 0.07
13. C -0.11
14. H 0.06
15. C -0.24
16. Cl 0.28
17. H 0.07
18. H 0.08
19. H 0.05
20. H 0.07
21. H 0.07
22. H 0.08
23. Be -0.11
24. H 0.04
25. C -0.37
26. C -0.27
27. C -0.08
28. C -0.18
29. C -0.20
30. C -0.15
31. H 0.06
32. C -0.26
33. C -0.40
34. H 0.05
35. C -0.12
36. H 0.05
37. C -0.28